Molecular formula: C7H37NO12
Method: DFT, wB97M-V/def2-TZVPD

Each line ends with the natural charge from an NBO analysis.
Geometry (Å):
C: 1.005023 0.237544 0.399203  -0.64
C: 0.454048 1.042993 1.574065  -0.04
C: -0.672292 0.349878 2.324400  -0.45
C: -1.662630 -0.434856 1.518340  -0.39
C: -2.417974 -1.479294 1.907407  -0.32
C: -3.322128 -2.291558 1.057518  -0.34
C: -3.414315 -1.950817 -0.241050  -0.61
N: 1.450749 1.407309 2.644559  -0.87
H: 1.928943 0.786570 -0.012354  0.16
H: 0.307953 -0.057077 -0.377518  0.25
H: 1.502872 -0.675823 0.810832  0.20
H: 0.139851 2.041662 1.144503  0.17
H: -1.308178 1.101481 2.791473  0.20
H: -0.523982 -0.157460 3.272116  0.20
H: -1.659074 -0.075440 0.461930  0.16
H: -2.409833 -1.644477 2.986979  0.16
H: -3.604884 -3.270240 1.466528  0.19
H: -3.137786 -1.003223 -0.687861  0.13
H: -3.914286 -2.564412 -0.951272  0.18
H: 2.083722 2.105873 2.262659  0.37
H: 1.990690 0.675566 3.098253  0.36
H: -0.338959 2.345772 -1.525890  0.48
H: -1.685467 1.585927 -1.510419  0.47
O: -0.747139 1.485527 -1.671834  -0.97
H: 3.199341 1.675320 0.815024  0.49
H: 4.347696 2.736731 1.004003  0.47
O: 3.731988 2.163794 1.464507  -0.96
H: -0.349195 -0.862820 -2.696276  0.50
H: 0.935669 -1.753313 -2.323769  0.49
O: 0.461471 -1.344362 -3.063191  -0.97
H: -0.353470 -4.101683 -2.515599  0.44
H: -0.762419 -2.671048 -2.619977  0.47
O: -1.140359 -3.557270 -2.463330  -0.95
H: -3.416288 2.156455 -0.136773  0.51
H: -0.606997 4.627753 -0.615727  0.46
O: -1.110434 4.002158 -1.144726  -0.99
H: -4.731886 1.174628 1.168027  0.47
H: -3.968642 0.340739 0.076218  0.49
O: -4.700318 1.011576 0.223537  -0.99
H: -3.218802 3.192478 1.099400  0.48
H: -1.448193 3.408306 -0.421715  0.51
O: -2.795524 2.665234 0.427397  -1.00
H: 3.378405 -2.679425 1.933991  0.48
H: 3.319569 -1.326164 1.061373  0.50
O: 2.837172 -1.927077 1.632179  -0.97
H: 1.137867 3.413948 -2.246128  0.47
H: 2.325304 2.595197 -2.178460  0.48
O: 2.087385 3.516831 -2.411259  -0.95
H: 4.495651 0.067358 -1.655401  0.47
H: 3.037456 -0.569656 -1.746716  0.51
O: 3.559546 0.257035 -1.743158  -0.98
H: 2.493537 -3.538480 -1.462620  0.47
H: 2.176046 -2.785238 -0.308790  0.52
O: 2.683064 -2.641067 -1.148526  -1.01
H: 0.139636 -2.878584 0.891132  0.51
H: 1.399565 -3.255426 1.635916  0.48
O: 0.927610 -3.469621 0.811997  -0.97

Atomic forces in eV per Å
C 2.785 -0.462 0.826
C 0.547 0.252 1.167
C -2.846 0.412 0.366
C 1.294 1.112 -2.539
C -1.619 -1.624 0.386
C 2.293 1.047 2.486
C -0.811 -0.014 -1.724
N -0.522 0.932 -1.019
H -1.613 -0.468 -0.078
H 0.065 0.363 0.061
H -0.995 0.616 -0.336
H -0.108 -0.990 0.627
H 0.168 1.160 -0.105
H 1.530 -0.721 -0.048
H -0.234 -0.599 0.658
H 0.005 -0.507 -0.001
H -0.246 0.507 -0.318
H 0.504 0.090 0.242
H -0.434 -0.559 -0.439
H -0.221 -0.401 0.684
H -0.364 -0.233 -0.579
H -0.558 0.032 -0.015
H -0.052 0.243 0.034
O 0.387 -1.039 -0.545
H 0.455 0.281 -0.040
H -0.047 -0.033 -0.386
O 0.475 -0.052 -0.069
H 1.931 -0.567 -0.373
H -0.090 0.357 0.183
O -1.486 0.803 0.427
H 0.064 -0.330 0.001
H -0.380 -0.507 -0.113
O 0.111 0.206 -0.040
H -0.549 0.499 1.141
H 0.172 0.392 -0.230
O 0.508 0.060 0.921
H 0.231 -0.313 0.220
H -1.204 0.216 0.671
O 0.269 -0.661 -0.958
H -0.641 -0.098 -0.082
H -0.561 0.415 -0.581
O 1.601 0.210 -0.574
H 0.260 0.878 -0.521
H 0.521 -0.209 -0.016
O 0.351 -0.551 1.219
H -0.060 0.776 -0.294
H 0.579 0.477 -0.333
O -0.445 -1.280 0.587
H -0.130 -0.465 -0.069
H 0.684 0.214 0.015
O -0.487 0.268 0.053
H 0.439 0.231 -0.722
H -0.002 0.777 0.035
O -0.667 -0.888 0.392
H 0.309 -0.514 -0.316
H -0.361 -0.057 -0.574
O -0.806 0.314 0.635

Output
HOMO energy (alpha / beta): -0.248 / -3.576 eV
charge: -1
frontier orbital gap (alpha / beta): 2.396 / 5.714 eV
multiplicity: 2
⟨S²⟩: 0.76

---

Molecular formula: C7H38O12
Method: DFT, wB97M-V/def2-TZVPD

Each line ends with the natural charge from an NBO analysis.
Geometry (Å):
C: -2.589330 2.499561 -1.027106  -0.61
C: -2.389783 0.952107 -1.055138  -0.41
C: -0.819581 0.829816 -1.259251  -0.39
C: 0.056928 1.349317 -0.128259  -0.40
C: 0.848978 0.309047 0.650949  -0.50
C: 2.123115 0.649196 1.401873  -0.18
C: 2.134277 1.420623 2.487193  -0.41
H: -2.107118 3.010971 -0.203411  0.20
H: -2.099726 2.821680 -1.934996  0.19
H: -3.631881 2.728442 -1.094822  0.22
H: -2.951257 0.421358 -1.831278  0.20
H: -2.658164 0.424110 -0.120099  0.24
H: -0.589850 1.329993 -2.226296  0.17
H: -0.616224 -0.203699 -1.511397  0.19
H: 0.718786 1.999924 -0.731795  0.17
H: -0.381334 2.051027 0.596325  0.22
H: 0.061526 0.072098 1.383090  0.22
H: 0.988223 -0.714419 0.254226  0.23
H: 3.069673 0.352317 0.965073  0.19
H: 1.245951 1.783360 2.939010  0.22
H: 3.104006 1.791454 2.748730  0.19
H: 1.676652 2.697856 -2.058326  0.47
H: 2.839439 3.224041 -1.174273  0.49
O: 2.593666 2.931661 -2.059703  -0.95
H: -0.277247 4.146219 -0.419955  0.47
H: 0.553899 4.411025 0.874293  0.47
O: 0.327673 4.777314 0.018440  -0.94
H: 3.147451 0.630015 -2.836283  0.49
H: 2.036713 -0.428890 -3.084056  0.49
O: 2.979844 -0.321502 -2.871733  -0.97
H: -1.797281 -1.864805 1.671100  0.48
H: -2.049762 -1.975058 0.140939  0.50
O: -2.377023 -1.583115 0.964058  -0.97
H: 0.520999 -2.651730 -3.510537  0.51
H: -0.127131 -1.178567 -3.695729  0.51
O: 0.512148 -1.741960 -3.231156  -0.99
H: -3.457526 0.581447 2.305664  0.46
H: -3.498238 -0.830109 2.154131  0.48
O: -4.142764 -0.081594 2.156455  -0.94
H: -1.779765 -3.664001 -2.163505  0.47
H: -2.353903 -2.380499 -1.799192  0.46
O: -2.234162 -2.932436 -2.575641  -0.93
H: -0.212120 0.756105 3.374454  0.51
H: -1.187133 1.911818 3.893132  0.48
O: -0.687000 1.576500 3.155475  -0.98
H: 2.857527 -1.297904 -1.206234  0.51
H: 1.533472 -2.043840 -1.532326  0.46
O: 2.341362 -2.097282 -1.018674  -0.98
H: 1.908106 -3.318780 2.585420  0.48
H: 2.182919 -2.628445 1.238352  0.52
O: 1.477607 -3.003760 1.787412  -0.95
H: 0.313358 -3.150973 -0.146540  0.50
H: 0.058197 -2.129131 -1.271596  0.48
O: -0.372995 -2.615537 -0.560808  -0.98
H: 0.794706 -1.899927 2.845555  0.50
H: 0.494523 -1.671723 4.401505  0.47
O: 0.345945 -1.325906 3.520180  -1.00

Atomic forces in eV per Å
C -0.347 -1.607 -0.702
C 1.906 0.659 1.147
C -2.186 -0.940 -0.759
C 1.849 1.208 -1.637
C -0.895 -1.987 1.717
C -1.093 1.049 -0.427
C 1.150 -0.294 -1.286
H -0.185 -0.174 0.376
H -0.060 0.571 -0.384
H -0.608 0.542 0.189
H 0.149 0.501 -0.248
H 0.069 0.610 -0.291
H -0.089 0.117 0.566
H 0.337 -0.399 0.415
H 0.326 -0.155 0.916
H -0.384 -0.539 -0.279
H 0.471 -0.196 0.416
H -0.143 1.026 -0.856
H 0.050 -0.040 -0.158
H -0.186 0.417 0.277
H 0.332 0.068 0.863
H -0.710 0.062 0.290
H -0.397 -0.048 -0.067
O 1.256 -0.032 -0.429
H 0.500 0.436 0.585
H -0.116 -0.287 0.134
O -0.356 -0.130 -0.704
H -0.074 0.056 -0.005
H 0.455 -0.050 -0.020
O -0.104 0.476 -0.067
H 0.617 -0.296 -0.094
H 0.406 -0.016 0.753
O -0.350 -0.132 -0.239
H -0.499 -0.262 -0.711
H -0.050 -0.969 0.015
O 0.403 1.236 0.593
H -0.424 0.728 -0.023
H -1.423 0.237 -0.511
O 1.247 -0.430 0.681
H 0.284 -0.533 -0.017
H -0.260 0.358 -0.176
O -0.297 0.171 -0.156
H -0.557 0.011 0.384
H -0.099 -0.259 0.558
O -0.099 -0.024 -0.717
H -0.282 -0.146 -0.561
H 0.844 0.430 -0.399
O 0.466 -0.713 1.107
H 0.282 -0.395 -0.018
H -0.057 0.034 -0.259
O 0.160 -0.043 -0.141
H 0.015 0.095 0.249
H -0.632 -0.014 -0.059
O -0.076 -0.535 -0.060
H -0.455 0.590 0.618
H 0.108 -0.191 -0.020
O -0.187 0.143 -0.369

Output
HOMO energy: -9.579 eV
charge: 0
frontier orbital gap: 9.507 eV
multiplicity: 1
energy above the lowest of the compared OMol25 structures with the same formula, charge and spin: 59.5 kcal per mole

---

Molecular formula: C7H3Cl3N3O2S4SbSeTc
Method: DFT, wB97M-V/def2-TZVPD

Each line ends with the natural charge from an NBO analysis.
Geometry (Å):
Tc: -0.679085 0.386552 0.132918  0.51
S: 1.010479 -2.994340 -3.683965  -0.18
Sb: 1.808651 -2.588657 -1.703230  1.29
S: -2.013250 -1.138650 -0.214851  0.63
S: 0.964775 -0.145532 -1.257476  0.14
S: 3.045697 -2.668690 0.137182  -0.13
Cl: -1.597517 0.798624 4.686074  0.23
C: -0.791975 1.505034 3.349529  -0.24
Cl: -0.212800 3.107638 3.651581  0.17
Cl: -1.945312 1.540294 1.896905  0.19
C: 0.447031 0.593572 2.952776  0.75
O: 1.286306 0.452685 3.759547  -0.38
O: 0.351003 0.087781 1.694073  -0.59
Se: 1.021363 4.326287 0.145820  1.27
N: 0.049607 5.034047 -1.099399  -0.50
C: -0.807923 4.130133 -1.564294  0.05
C: -1.809168 4.258022 -2.565815  -0.01
C: -2.562787 3.142533 -2.851148  -0.26
C: -2.360099 1.918608 -2.190087  0.17
N: -1.433762 1.776489 -1.241869  -0.46
C: -0.679593 2.865612 -0.927103  0.28
N: 0.217582 2.725241 0.017333  -0.75
H: -1.976112 5.202897 -3.071629  0.29
H: -3.340480 3.191284 -3.601805  0.29
H: -2.963230 1.055536 -2.438068  0.25

Atomic forces in eV per Å
Tc 0.710 -2.288 -1.149
S 0.223 -0.010 0.631
Sb 0.608 -0.988 -0.187
S 1.202 1.510 0.553
S -0.910 1.090 1.435
S -0.852 0.384 -0.889
Cl -0.291 -0.008 0.050
C 1.030 -0.394 0.219
Cl -0.136 0.185 -0.041
Cl -0.738 0.375 -0.296
C -1.434 1.039 0.497
O 0.328 -0.595 -0.858
O 0.551 -0.413 -0.185
Se 0.214 0.045 0.186
N -0.184 0.087 -0.179
C -0.041 -0.143 0.040
C 0.034 0.012 0.062
C 0.022 0.133 -0.085
C -0.004 -0.043 0.155
N -0.310 0.165 0.257
C -0.149 0.334 -0.310
N 0.101 -0.375 0.068
H 0.037 -0.031 0.013
H 0.009 -0.054 0.004
H -0.017 -0.019 0.009

Output
HOMO energy (alpha / beta): -19.354 / -19.385 eV
charge: +3
frontier orbital gap (alpha / beta): 4.842 / 4.928 eV
multiplicity: 1

---

Molecular formula: C7H3ClCoNO8
Method: DFT, wB97M-V/def2-TZVPD

Each line ends with the natural charge from an NBO analysis.
Geometry (Å):
Co: -0.807335 -1.850744 13.437145  1.36
O: -3.881024 -1.545638 15.585144  -0.52
C: -2.776433 -1.688278 15.151447  0.75
O: -2.497370 -1.859632 13.838938  -0.70
C: -1.553700 -1.600134 16.083267  0.09
C: -1.358343 -1.377060 17.448186  -0.18
C: 0.020752 -1.383794 17.877286  -0.16
C: 1.092983 -1.519248 17.038876  -0.17
C: 0.770165 -1.585653 15.616642  0.14
N: -0.506512 -1.723805 15.296360  -0.49
C: 1.655032 -1.880271 14.568788  0.69
O: 2.831338 -1.896426 14.778581  -0.54
O: 1.095554 -1.922343 13.363433  -0.72
H: -2.218886 -1.457500 18.170141  0.26
H: 0.142881 -1.332310 18.985058  0.24
H: 2.093470 -1.686272 17.374506  0.26
O: 5.836633 -1.648068 11.931755  -0.66
Cl: 5.392677 -1.986132 10.598096  1.92
O: 3.793835 -1.802687 10.214886  -0.58
O: -1.012751 -1.431632 11.953943  -0.32
O: 6.244170 -1.637686 9.516054  -0.68

Atomic forces in eV per Å
Co 3.009 -0.455 1.935
O -0.148 -0.140 -0.093
C -0.721 0.186 0.584
O -1.768 0.145 1.714
C -0.366 0.184 0.084
C 0.237 -1.043 -0.175
C -2.064 0.090 1.636
C -0.997 0.047 -2.803
C -2.263 -1.002 5.668
N 1.472 0.612 -0.371
C 1.624 0.945 -3.274
O 1.325 -0.569 0.087
O -0.708 -0.377 0.430
H 1.131 0.559 -0.903
H 0.215 -0.070 -1.064
H 0.453 0.329 0.063
O -0.476 0.628 -0.800
Cl -4.363 -1.608 -0.178
O 4.281 0.127 1.362
O -0.423 0.554 -3.525
O 0.547 0.858 -0.377

Output
HOMO energy (alpha / beta): -10.861 / -10.851 eV
charge: 0
frontier orbital gap (alpha / beta): 9.409 / 7.670 eV
multiplicity: 5
⟨S²⟩: 6.04

---

Molecular formula: C7H3ClS2
Method: DFT, wB97M-V/def2-TZVPD

Each line ends with the natural charge from an NBO analysis.
Geometry (Å):
C: -0.709875 -1.746463 -0.116333  -0.36
C: -1.977612 0.137045 -0.029217  -0.13
C: -0.694846 -0.448722 -0.081839  -0.08
C: -3.041166 -0.699072 -0.010003  -0.21
C: -2.404780 2.258067 1.129521  -0.04
C: -1.451521 1.491775 0.295250  -0.28
C: -0.008483 0.910045 0.030652  -0.36
S: -2.345868 -2.354142 -0.070599  0.41
S: -2.254272 2.908343 -0.447461  0.27
Cl: -4.727464 -0.449964 0.028236  0.08
H: 0.105925 -2.506365 -0.161214  0.25
H: 0.614099 1.176494 0.808122  0.23
H: 0.434537 1.355774 -1.023060  0.23

Atomic forces in eV per Å
C 0.912 -4.129 -0.116
C -0.870 0.034 0.347
C 0.046 2.870 0.113
C 1.130 -1.240 -0.169
C 1.059 0.783 0.094
C -1.150 -1.042 -1.534
C -0.464 1.586 -3.200
S -0.367 0.947 -0.192
S -0.393 0.560 0.189
Cl 0.176 0.065 0.074
H -0.787 0.862 0.095
H 1.826 -0.083 1.590
H -1.118 -1.213 2.708

Output
HOMO energy: -8.838 eV
charge: 0
frontier orbital gap: 8.359 eV
multiplicity: 1
energy above the lowest of the compared OMol25 structures with the same formula, charge and spin: 0.0 kcal per mole

---

- What is the formula in the second record?
  C7H38O12

---

- Look up the multiplicity of the first one.
  2

---

- Which value of charge does entry 2 give?
  0

---

- Which value of multiplicity does entry 1 give?
  2